The following is a quantum chemistry calculation of an isolated ion of composition C5H9N2OS2 and charge +1 in a non-equilibrium geometry, from OMol25.

Geometry as XYZ:
```
19
Properties=species:S:1:pos:R:3:forces:R:3:mulliken_charge:R:1
C 1.3120 0.0989 -0.7301 -1.394 2.073 1.071 0.924
C -1.3299 0.6377 0.0182 1.780 0.939 -0.652 0.027
C 1.6530 1.0904 0.3120 0.374 0.214 -2.157 -0.556
C -0.8216 -0.7752 0.1195 1.418 0.572 -1.590 -0.945
C -2.0797 -0.4729 -0.6264 -0.515 -0.674 -1.980 -0.158
N 0.5308 -1.0000 -0.4688 -0.716 -3.172 -1.147 -0.332
N 1.5061 0.9266 1.5931 -0.803 -0.726 -0.228 -0.257
O 2.1614 0.0985 -1.7487 0.381 -0.672 0.105 -0.415
S -0.1037 1.5450 -0.9898 -1.109 0.607 0.182 -0.137
S -3.5883 -1.1101 0.1293 -0.858 0.466 -0.762 -0.232
H -1.6493 1.1301 0.9253 -0.314 0.064 -0.131 0.438
H 2.2076 1.9376 -0.0651 0.478 -0.148 0.085 0.435
H -1.0001 -1.1897 1.0362 0.041 -1.398 2.259 0.471
H -2.0436 -0.6065 -1.7363 0.055 0.509 1.073 0.342
H 0.6350 -1.7993 -1.2214 -0.627 2.155 2.115 0.321
H 1.7336 1.6779 2.2119 -0.288 0.196 0.498 0.276
H 2.0729 -0.7842 -2.1079 0.439 -0.276 -1.059 0.324
H 0.7480 0.2788 1.7361 0.169 -0.256 1.432 0.280
H -4.5808 -0.5396 -0.7127 1.488 -0.473 0.886 0.193
```
Forces are in eV/Å.

multiplicity	1
net charge	+1
frontier orbital gap	9.01	eV


The following is a quantum chemistry calculation of a 2-piece molecular cluster, C4H7NO3 overall in a non-equilibrium geometry, from OMol25.

Geometry as XYZ:
```
15
Properties=species:S:1:pos:R:3:forces:R:3:mulliken_charge:R:1
O 2.6979 0.7459 0.3173 -0.862 -0.856 1.684 -0.446
C 1.7189 0.2304 0.9078 2.663 1.342 -1.497 0.205
N 1.6671 -0.5064 2.0037 0.759 -0.463 1.031 -0.385
C -2.0532 -0.5404 -1.7497 1.581 1.743 2.433 0.225
O -2.0080 -1.3511 -0.7389 -0.034 2.231 -2.647 -0.504
O -1.4853 0.6310 -1.9192 -2.049 -3.680 0.717 -0.537
C 0.4633 0.2165 0.1601 -0.827 -1.076 -1.518 0.074
C -0.6537 0.5833 1.0537 0.178 0.376 1.822 -0.906
H 2.6521 -0.6558 2.2941 -0.367 -0.038 0.080 0.317
H -2.7479 -0.8484 -2.5519 0.167 -0.175 -0.258 0.400
H 0.6954 0.7069 -0.7692 -0.637 0.664 -0.038 0.381
H 0.1416 -0.7778 -0.1446 0.214 -0.518 -0.181 0.216
H -1.4327 0.6745 0.2762 -0.693 -0.074 -0.808 0.270
H -0.5496 1.5260 1.5988 -0.095 -0.008 -0.187 0.399
H -0.9172 -0.2256 1.7653 0.000 0.530 -0.634 0.291
```
Forces are in eV/Å.

multiplicity	1
frontier orbital gap	3.51	eV